Density functional theory data (the ωB97M-V functional and the def2-TZVPD basis) for a cluster of 40 separate species, H80O40 in total in a non-equilibrium geometry.

As for the energy above the lowest of the compared OMol25 structures with the same formula, charge and spin: 160.4 kcal/mol. The LUMO energy is -0.7 eV.

Each line ends with the Löwdin charge.
Geometry (Å):
H1 4.04921 -0.68063 1.04851  0.048
H2 2.74053 -0.89047 1.68689  0.021
O1 3.59253 -1.33045 1.61261  -0.053
H3 0.23763 3.92691 3.31618  0.037
H4 -1.08337 4.53224 2.64746  0.042
O2 -0.72952 3.83696 3.22987  -0.055
H5 -3.29312 0.96676 -1.18033  0.057
H6 -2.60465 0.32950 -2.39594  0.016
O3 -2.44204 0.90501 -1.63635  -0.048
H7 0.54878 -5.08442 -0.09890  0.013
H8 0.82202 -5.57731 -1.60465  0.057
O4 0.15704 -5.26951 -0.98873  -0.071
H9 3.52160 2.67721 -0.68493  0.033
H10 3.32659 2.03732 0.52994  0.049
O5 2.84089 2.73063 0.01217  -0.095
H11 -2.81957 0.81577 -4.54498  0.021
O6 -3.34336 0.00585 -4.44886  -0.063
H12 -2.77764 -5.39445 -0.39370  0.015
O7 -2.33632 -6.23623 -0.54084  -0.073
H13 -0.57388 2.78887 1.04264  0.044
H14 -1.35778 1.81304 1.59993  0.033
O8 -0.45102 1.83221 1.21344  -0.064
H15 -4.29238 -2.56531 2.24062  0.056
H16 -5.39055 -2.68776 1.17298  0.057
O9 -5.02629 -2.09137 1.83361  -0.048
H17 0.14669 -6.26752 1.46828  0.068
H18 -0.04490 -4.85428 1.98310  0.039
O10 0.63704 -5.44830 1.59340  -0.052
H19 -3.48973 -3.07215 -3.26042  -0.003
H20 -2.11361 -3.75896 -3.25617  0.020
O11 -2.69919 -3.23594 -3.80246  -0.063
H21 3.38100 -0.18483 -1.11020  0.035
O12 3.75345 -1.04755 -0.83755  -0.085
H22 3.13312 -3.89598 -1.83499  0.024
H23 1.68509 -3.68005 -2.28140  0.027
O13 2.59885 -3.52494 -2.55339  -0.066
H24 -1.35018 1.67711 4.49918  0.027
H25 -1.12782 0.05796 4.79513  0.058
O14 -1.66513 0.78076 4.48008  -0.033
H26 4.90210 1.62833 -2.32758  0.080
H27 3.52145 1.69394 -2.99380  0.041
O15 3.95952 1.65879 -2.14040  -0.035
H28 -2.72849 3.48430 -1.63103  0.009
H29 -1.49823 4.00516 -2.52257  0.029
O16 -2.36859 4.21788 -2.13377  -0.064
H30 2.66516 -1.06417 4.19714  0.045
H31 2.83894 0.14290 5.21041  0.042
O17 2.98803 -0.16823 4.31540  -0.039
H32 -3.20515 -0.62744 0.76846  0.002
H33 -2.09271 -0.56160 -0.28445  0.009
O18 -2.56068 -1.17683 0.27905  -0.054
H34 -0.26112 0.12160 -3.65930  0.028
O19 -1.00457 -0.48203 -3.55843  -0.064
H35 0.55622 -0.72120 2.38152  0.026
H36 -0.82735 -0.20064 2.24933  0.020
O20 -0.26533 -0.67160 2.86998  -0.032
H37 -0.10691 0.92657 -0.36234  0.013
O21 0.52041 0.21473 -0.70832  -0.075
H38 -0.54246 0.45235 -6.32626  0.049
H39 -1.22977 1.42832 -5.28070  0.005
O22 -0.45195 1.24727 -5.80039  -0.035
H40 -3.04292 -0.08703 3.88510  0.037
H41 -4.34266 0.41618 4.05318  0.061
O23 -3.94885 -0.21716 3.44238  -0.073
H42 5.43242 -3.65381 -2.32179  0.051
H43 4.70312 -2.84067 -1.33558  -0.010
O24 5.12807 -2.74477 -2.20305  -0.068
H44 -1.07703 -2.37359 0.95829  0.038
H45 -0.41296 -3.45177 0.22920  0.041
O25 -0.34833 -3.02646 1.09498  -0.078
H46 1.27701 -2.94111 -3.59939  0.010
H47 0.97714 -2.92681 -5.13902  0.086
O26 1.10914 -2.35159 -4.35543  -0.059
H48 -0.95457 5.56220 -0.22808  0.066
H49 0.10365 5.02525 0.32371  -0.015
O27 -0.62349 5.52733 0.72452  -0.087
H50 -0.45715 2.09618 -2.00530  0.020
H51 0.99039 2.53393 -1.90448  0.064
O28 0.09024 2.88690 -2.10115  -0.066
H52 2.15935 4.63819 -0.54534  -0.005
H53 1.06729 4.34060 -1.66333  -0.003
O29 1.56850 5.00875 -1.18940  -0.028
H54 3.93980 -4.09675 0.92879  0.073
H55 2.98873 -2.90456 0.58798  0.029
O30 3.43937 -3.68431 0.21112  -0.061
H56 -1.50396 -2.76865 3.99707  0.018
H57 -0.73444 -3.21459 2.83932  -0.028
O31 -1.12411 -3.58474 3.65031  -0.067
H58 3.76331 1.12764 2.71057  0.045
O32 3.83487 2.05318 2.37868  -0.062
H59 -4.02145 -2.11320 -1.23732  0.045
H60 -5.14917 -2.83660 -1.65394  0.069
O33 -4.19559 -2.99436 -1.62542  -0.050
H61 -0.57321 -1.30185 -3.77415  0.007
H62 -2.83984 -0.80510 -4.52825  0.011
H63 0.87108 -0.01872 0.15997  0.005
H64 -1.50090 -5.91949 -0.92546  -0.023
H65 3.36915 -1.55037 -1.58464  0.041
H66 3.52812 2.65046 3.06653  0.075
O34 -3.86093 4.50876 0.07176  -0.070
H67 -4.60644 5.09664 0.30069  0.069
H68 -3.23725 5.11698 -0.38882  0.038
O35 -4.83025 0.22667 0.91260  -0.098
H69 -4.59084 1.13304 1.16135  0.011
H70 -4.43544 -0.36299 1.58832  -0.030
O36 0.99989 2.89667 5.62680  -0.032
H71 0.12115 2.75128 5.25005  0.003
H72 1.34334 2.04982 5.91067  0.024
O37 -3.33252 2.37200 1.80291  -0.053
H73 -3.23223 2.15665 2.73413  0.041
H74 -2.93079 3.24296 1.61303  0.042
O38 1.61082 4.48102 1.58431  -0.057
H75 1.09408 3.74654 1.92548  -0.002
H76 2.08112 3.99078 0.88888  -0.013
O39 6.31711 2.05827 1.29792  -0.081
H77 5.93035 2.60706 0.59847  0.023
H78 5.63881 1.97972 2.00551  0.005
O40 2.41279 0.03950 -4.01833  -0.074
H79 2.66186 -0.75502 -4.57796  0.074
H80 2.38675 0.72081 -4.70216  0.040

Forces on atoms 1 to 6 (eV/Å):
0.21 -0.91 -0.11
-0.24 -0.14 0.20
-0.15 0.93 0.98
-0.84 0.56 0.05
0.73 0.14 0.11
-0.09 -0.41 0.42